113
Properties=species:S:1:pos:R:3:forces:R:3:lowdin_charge:R:1 method="wB97M-V/def2-TZVPD" largest_force_ha_per_bohr=0.0094 homo_energy_ha=-0.3909 charge=+1 homo_lumo_gap_ha=0.296
Be 0.01302 -1.12030 0.17623 -0.2 -0.1 -0.1 -0.19
C -3.72481 0.93934 0.13943 -0.1 0.0 -0.1 -0.13
N -2.73825 0.62019 -0.90731 0.4 0.0 0.3 -0.49
P -1.92922 -0.89322 -0.82650 -0.1 0.2 -0.2 0.98
C -3.19348 -2.02282 -0.19151 0.1 0.0 0.0 -0.35
C -4.14591 -2.57382 -1.04889 0.0 0.0 0.0 -0.06
C -5.13669 -3.39699 -0.54019 0.0 0.0 0.0 -0.06
C -5.17985 -3.68110 0.81957 0.0 0.0 0.0 -0.06
C -4.23617 -3.13530 1.67658 0.0 0.0 0.0 -0.06
C -3.24572 -2.30769 1.16979 0.0 0.1 0.0 -0.10
C -1.71290 -1.43724 -2.53937 0.0 0.0 0.0 -0.36
C -2.19252 -0.75000 -3.64700 -0.1 0.0 0.0 -0.08
C -1.99881 -1.27139 -4.91930 0.0 0.0 0.0 -0.06
C -1.33343 -2.47583 -5.08552 0.0 0.0 0.0 -0.07
C -0.85801 -3.16806 -3.97809 0.0 0.0 0.0 -0.06
C -1.04548 -2.64969 -2.70946 0.0 0.1 0.0 -0.10
P -1.80864 1.89923 -1.65870 0.0 -0.2 -0.1 1.02
C -1.94498 3.34878 -0.54090 -0.1 -0.1 0.0 -0.37
C -3.08578 4.14757 -0.43597 0.0 0.0 -0.1 -0.09
C -3.09773 5.25501 0.39363 0.0 0.0 0.0 -0.06
C -1.96031 5.60107 1.11502 0.0 0.0 0.0 -0.07
C -0.81170 4.83603 0.99771 0.0 -0.1 0.0 -0.08
C -0.80835 3.71571 0.17525 0.0 0.0 0.1 -0.12
C -2.93740 2.43531 -2.98965 -0.1 0.2 0.1 -0.41
C -4.24066 1.97382 -3.14585 0.0 0.1 -0.1 -0.12
C -5.03405 2.45600 -4.17810 0.0 0.0 0.0 -0.07
C -4.53246 3.40380 -5.05788 0.0 0.0 0.0 -0.08
C -3.22969 3.86143 -4.91366 0.0 -0.1 0.0 -0.07
C -2.43324 3.37146 -3.89060 -0.1 0.0 0.0 -0.10
H -4.29168 0.05163 0.40916 0.0 0.0 0.0 0.07
H -4.42956 1.67400 -0.24463 0.0 0.1 0.0 0.07
H -3.26070 1.35346 1.03792 0.0 0.0 0.0 0.08
H -4.10946 -2.36421 -2.10976 0.0 0.0 0.0 0.11
H -5.87303 -3.82433 -1.20704 0.0 0.0 0.0 0.11
H -5.95390 -4.32802 1.20977 0.0 0.0 0.0 0.11
H -4.26346 -3.35400 2.73543 0.0 0.0 0.0 0.11
H -2.52143 -1.86864 1.84384 -0.1 0.0 0.0 0.07
H -2.72968 0.18196 -3.52984 0.1 -0.2 -0.1 0.06
H -2.37028 -0.73134 -5.77932 0.0 0.0 0.0 0.11
H -1.18540 -2.87862 -6.07808 0.0 0.0 0.0 0.11
H -0.33847 -4.10769 -4.10394 0.0 0.0 0.0 0.11
H -0.66813 -3.18616 -1.84892 0.0 0.0 0.0 0.09
H -3.96149 3.92656 -1.03350 0.0 -0.1 0.0 0.10
H -3.98736 5.86660 0.46029 0.0 0.0 0.0 0.11
H -1.96962 6.47466 1.75317 0.0 0.0 0.0 0.11
H 0.08919 5.11680 1.52757 0.0 0.0 0.0 0.10
H 0.09722 3.13316 0.06938 0.1 -0.1 0.0 0.05
H -4.62748 1.21142 -2.48142 0.0 0.0 0.0 0.10
H -6.04531 2.09029 -4.29406 0.0 0.0 0.0 0.11
H -5.15282 3.78008 -5.85941 0.0 0.0 0.0 0.11
H -2.82866 4.58655 -5.60857 0.0 0.0 0.0 0.11
H -1.41254 3.72232 -3.78748 0.0 0.0 0.0 0.11
F 3.63934 -4.90751 -0.59698 -0.1 0.1 0.1 0.13
C 2.90452 -4.08378 0.15235 0.1 -0.1 0.0 -0.14
C 3.23157 -3.92801 1.49562 0.1 -0.1 0.0 -0.14
F 4.25991 -4.60595 2.00543 -0.1 0.1 -0.1 0.13
C 2.48767 -3.06562 2.27681 0.0 0.0 0.0 -0.22
F 2.80307 -2.93708 3.57275 0.0 0.0 -0.1 0.10
C 1.44160 -2.36343 1.70691 0.0 0.0 0.0 -0.37
P 0.22832 -1.23319 2.41106 0.1 -0.1 0.0 1.11
C 0.85564 0.13317 3.40753 0.0 0.0 0.0 -0.37
C 1.78690 -0.00478 4.43700 0.0 0.0 0.0 -0.08
C 2.09258 1.08259 5.23849 0.0 0.0 0.0 -0.07
C 1.45597 2.30205 5.03872 0.0 0.0 0.0 -0.07
C 0.52715 2.44482 4.01991 0.1 -0.1 0.0 -0.07
C 0.23885 1.36571 3.19585 0.0 0.0 0.0 -0.12
C -0.72479 -2.26363 3.57449 0.0 0.1 0.0 -0.34
C -0.98258 -3.59594 3.25037 0.1 0.0 0.1 -0.10
C -1.74482 -4.38220 4.09768 0.0 0.0 0.0 -0.07
C -2.26722 -3.84359 5.26676 0.0 0.0 0.0 -0.07
C -2.02644 -2.51631 5.58529 0.0 0.0 0.0 -0.06
C -1.25886 -1.72437 4.74149 0.0 0.0 0.0 -0.07
C 1.07753 -2.50779 0.34971 0.1 0.1 0.2 -0.22
Br 1.44660 0.50979 -0.57878 -0.1 0.3 -0.1 0.40
C 1.83885 -3.38656 -0.39421 -0.1 -0.1 0.0 -0.25
F 1.59181 -3.59591 -1.70166 0.0 0.0 0.0 0.06
H 2.26256 -0.95870 4.61796 0.0 0.0 0.0 0.10
H 2.81738 0.97469 6.03392 0.0 0.0 0.0 0.11
H 1.68503 3.13991 5.68301 0.0 0.0 0.0 0.11
H 0.03115 3.39053 3.85838 0.0 0.1 0.0 0.10
H -0.48077 1.48057 2.39213 0.0 0.0 0.0 0.09
H -0.57455 -4.02378 2.34265 0.0 0.0 0.0 0.11
H -1.92725 -5.41820 3.84749 0.0 0.0 0.0 0.11
H -2.85818 -4.46013 5.93002 0.0 0.0 0.0 0.11
H -2.42642 -2.09467 6.49705 0.0 0.0 0.0 0.11
H -1.06591 -0.69202 5.00440 0.0 0.0 0.0 0.11
C 3.78911 1.13569 -3.30091 0.0 0.0 0.0 -0.22
Si 4.38454 -0.36874 -2.35912 0.1 0.0 0.0 0.26
C 6.24341 -0.47012 -2.17237 0.0 0.0 0.0 -0.22
C 3.74585 -1.90814 -3.18025 0.0 -0.1 0.0 -0.21
As 3.66554 -0.36124 -0.08321 0.0 0.0 0.0 0.75
Si 4.65704 1.67260 0.68346 0.0 0.0 0.1 0.26
C 6.24879 1.02274 1.41689 0.0 0.0 -0.1 -0.22
C 3.55761 2.33584 2.03599 0.0 -0.1 0.0 -0.22
C 4.99415 3.01359 -0.56716 -0.1 -0.1 -0.1 -0.21
H 4.61453 1.60105 -3.84143 0.0 0.0 0.0 0.04
H 3.34370 1.89129 -2.65840 0.0 0.1 0.0 -0.01
H 3.03591 0.83640 -4.03027 0.0 0.0 0.0 0.04
H 6.70352 -0.63124 -3.14892 0.0 0.0 0.0 0.04
H 6.52282 -1.31273 -1.53640 0.0 0.0 0.0 0.04
H 6.67729 0.43283 -1.74473 0.0 0.1 0.0 0.01
H 4.07105 -1.90250 -4.22373 0.0 0.0 0.0 0.04
H 2.65535 -1.95641 -3.17334 0.0 0.0 0.0 0.02
H 4.13140 -2.81639 -2.71440 0.0 0.0 0.0 0.03
H 6.04954 0.19031 2.09369 0.0 0.0 0.0 0.03
H 6.73460 1.81428 1.99058 0.0 0.0 0.0 0.04
H 6.95595 0.68028 0.66047 0.0 0.0 0.0 0.02
H 3.59119 1.67504 2.90504 0.0 0.0 0.0 0.02
H 2.51573 2.42754 1.73098 0.0 0.0 -0.1 0.00
H 3.90985 3.32251 2.34321 0.0 0.0 0.0 0.05
H 5.57334 2.67711 -1.42463 0.1 0.0 0.0 0.02
H 5.56605 3.79616 -0.06323 0.0 0.0 0.0 0.04
H 4.07329 3.46381 -0.93672 -0.1 0.0 0.0 0.03



117
Properties=species:S:1:pos:R:3:forces:R:3:lowdin_charge:R:1 method="wB97M-V/def2-TZVPD" largest_force_ha_per_bohr=0.2480 homo_energy_ha="-0.2050 / -0.2053" homo_lumo_gap_ha="0.195 / 0.195"
Y 0.98188 0.68166 0.62019 1.1 1.1 0.6 1.01
C 1.69354 5.20617 -0.36846 0.0 -0.5 -0.2 0.01
C 1.55594 3.89274 0.35304 -0.5 1.2 0.3 -0.26
N 0.73758 2.89709 0.11693 -1.5 6.4 -1.9 -0.11
N -0.19705 3.48389 -0.81450 0.9 0.5 -0.5 0.12
C -0.36747 2.52651 -1.63611 -2.7 1.4 -2.3 -0.59
O 0.12874 1.43488 -1.40867 -0.3 -6.2 -0.5 -0.19
C -1.05779 2.66596 -2.95122 -0.5 1.2 -0.8 -0.12
C -1.36849 3.95680 -3.40459 -0.1 -0.2 -0.4 -0.03
C -1.92035 4.15761 -4.67404 0.1 -0.3 0.3 -0.08
C -2.17690 3.06734 -5.50522 0.0 0.0 0.1 -0.09
C -1.88847 1.77650 -5.06578 0.2 0.4 0.5 -0.07
C -1.33380 1.57820 -3.79762 0.1 0.6 -0.1 -0.02
C 2.15422 3.69574 1.62347 -1.2 2.1 0.3 -0.38
C 2.95899 4.50092 2.40516 -0.8 -0.1 0.0 -0.02
C 3.17477 4.07704 3.71371 -0.3 -0.5 0.4 -0.05
C 2.57711 2.89598 4.15595 0.1 0.8 0.1 -0.05
C 1.76876 2.19516 3.27094 -1.5 0.5 0.7 -0.22
N 1.52715 2.59663 2.01010 0.0 -0.5 7.6 -0.22
H 1.74263 5.03868 -1.44808 -0.2 0.1 0.1 0.08
H 2.60224 5.73604 -0.07578 0.0 -0.2 0.2 0.08
H 0.83135 5.84130 -0.13925 0.1 -0.1 -0.2 0.09
H -1.14528 4.80889 -2.76842 0.0 -0.1 0.0 0.11
H -2.13204 5.16646 -5.01273 0.0 -0.1 0.0 0.10
H -2.59159 3.22310 -6.49597 0.0 0.0 0.1 0.10
H -2.07468 0.92033 -5.70645 -0.1 0.2 0.0 0.09
H -1.08618 0.57218 -3.46696 -0.9 2.2 -1.1 0.02
H 3.36258 5.43443 2.04153 0.1 -0.1 -0.1 0.12
H 3.78206 4.66894 4.39108 0.0 -0.1 -0.1 0.12
H 2.72145 2.53510 5.16732 0.0 0.0 -0.1 0.11
H 1.26980 1.27373 3.55514 0.2 0.0 0.1 0.09
C -5.95320 -4.73810 2.17062 0.1 0.0 0.1 -0.42
S -5.36100 -5.04366 0.48739 0.1 -0.2 0.2 0.79
C -3.59136 -4.70656 0.74777 -0.2 0.2 -0.2 -0.51
C -3.26213 -3.21735 0.63650 0.3 0.0 0.2 -0.25
C -1.81201 -2.97597 1.08544 -0.7 -0.2 -0.1 -0.27
N -1.29198 -1.64781 0.69856 0.4 -0.4 0.1 -0.42
P -1.32667 -0.33411 1.86375 -0.7 -0.5 -0.3 0.97
C -2.71735 -0.74309 2.97652 -0.3 -0.3 0.6 -0.35
C -4.05691 -0.40682 2.73073 -0.2 -0.1 0.0 -0.08
C -5.06537 -0.74062 3.64136 0.4 0.0 -0.1 -0.08
C -4.75115 -1.40949 4.82051 0.1 0.0 -0.1 -0.09
C -3.42776 -1.74016 5.09371 0.1 0.1 -0.3 -0.08
C -2.42130 -1.40430 4.18352 -0.1 0.0 0.0 -0.10
C -2.00440 1.05615 0.89061 -0.7 0.4 -0.4 -0.42
C -2.66411 0.92068 -0.33875 -0.3 0.2 -0.1 -0.08
C -3.16908 2.03851 -1.01100 -0.1 -0.2 0.5 -0.08
C -3.02964 3.31008 -0.46038 -0.4 -0.2 0.4 -0.08
C -2.38399 3.46676 0.76185 -0.4 -0.4 0.2 -0.08
C -1.87456 2.34999 1.42928 -0.2 0.1 -0.1 -0.11
P 0.08435 -1.63127 -0.40843 -1.7 -1.0 1.4 1.03
C -0.69583 -2.18911 -1.94938 0.0 -0.2 -0.9 -0.29
C -0.89831 -1.21716 -2.94820 0.2 -1.0 0.3 -0.09
C -1.49340 -1.54125 -4.17038 0.1 -0.2 0.4 -0.05
C -1.90109 -2.84658 -4.41901 0.0 0.0 0.1 -0.07
C -1.71020 -3.82543 -3.44746 0.1 0.2 0.3 -0.07
C -1.11003 -3.49821 -2.22640 -0.2 -0.2 -0.2 -0.09
C 1.17299 -2.94354 0.23022 -1.9 -2.7 1.2 -0.43
C 1.78115 -3.89381 -0.60258 -1.1 -2.3 0.3 -0.14
C 2.62899 -4.87941 -0.08350 -0.5 0.4 -0.1 -0.10
C 2.91325 -4.91202 1.27914 0.2 0.0 0.0 -0.11
C 2.36078 -3.95346 2.11894 -0.2 0.2 -0.6 -0.07
C 1.50763 -2.97629 1.59791 -1.1 -1.3 0.6 -0.15
H -7.03221 -4.90870 2.20792 0.2 0.0 -0.1 0.03
H -5.75352 -3.70778 2.47197 0.0 -0.1 0.0 0.02
H -5.47217 -5.42663 2.87075 0.0 0.1 -0.1 0.04
H -3.03821 -5.25981 -0.01925 -0.1 0.0 0.1 0.07
H -3.28689 -5.11255 1.71827 -0.1 0.0 -0.1 0.08
H -3.94787 -2.63095 1.24944 0.0 0.0 0.0 0.08
H -3.40114 -2.89170 -0.40133 0.1 0.0 0.1 0.11
H -1.21536 -3.78743 0.65611 0.3 0.4 -0.1 0.09
H -1.71744 -3.15552 2.16318 -0.1 0.2 0.0 0.11
H -4.34733 0.10765 1.81842 0.2 0.0 0.1 0.11
H -6.09681 -0.47559 3.42298 0.2 0.0 0.0 0.11
H -5.53568 -1.66620 5.52723 0.1 0.0 -0.1 0.11
H -3.17434 -2.25452 6.01700 0.0 0.1 -0.2 0.11
H -1.39377 -1.66971 4.42616 -0.1 0.1 -0.1 0.11
H -2.81001 -0.06009 -0.78468 0.2 0.0 0.1 0.10
H -3.67727 1.91056 -1.96316 0.1 0.0 0.1 0.12
H -3.42704 4.17708 -0.98111 0.1 -0.1 0.0 0.11
H -2.27709 4.45527 1.20065 0.1 -0.2 -0.1 0.11
H -1.37884 2.50031 2.38686 0.0 -0.1 -0.1 0.10
H -0.59399 -0.18493 -2.77959 0.8 -1.8 1.3 0.05
H -1.63819 -0.77047 -4.92319 0.1 -0.3 0.2 0.08
H -2.36776 -3.10166 -5.36656 0.1 0.0 0.1 0.11
H -2.03037 -4.84657 -3.63672 0.1 0.1 0.1 0.11
H -0.97555 -4.29222 -1.49781 0.1 0.1 0.0 0.10
H 1.61352 -3.88188 -1.67751 -0.2 0.1 0.1 0.10
H 3.07535 -5.61383 -0.74833 -0.1 0.1 0.0 0.10
H 3.57753 -5.67258 1.68063 -0.1 0.1 -0.1 0.09
H 2.59705 -3.95477 3.18038 -0.1 0.0 -0.2 0.10
H 1.10987 -2.22968 2.28035 0.0 -0.5 -0.4 0.01
C 6.44174 4.13722 2.18084 1.4 -0.2 0.7 -0.14
O 5.26673 3.50893 1.81732 -2.3 0.6 -1.8 -0.28
C 4.94990 2.20219 2.04378 -6.7 6.1 -5.6 -1.33
S 5.83576 1.29180 2.72528 8.0 -7.7 6.3 0.81
S 3.37022 1.59597 1.47483 6.0 -2.4 -2.3 0.76
H 6.40286 5.19889 1.86152 -0.3 -0.7 0.1 0.10
H 7.30465 3.64482 1.68381 -0.3 0.3 0.5 0.09
H 6.56857 4.09913 3.28384 0.2 0.0 -0.5 0.09
C 4.44479 -2.74459 -2.26092 0.0 -0.6 0.3 0.00
N 3.89669 -1.40268 -2.20570 0.0 0.3 -0.5 -0.02
C 4.28425 -0.45622 -3.12238 0.0 -0.4 0.2 -0.05
C 3.79773 0.78220 -3.07238 -1.2 0.7 1.1 0.02
C 2.83978 1.05330 -1.98210 0.4 2.2 -2.1 -0.32
N 2.47727 0.16535 -1.11112 0.7 -1.4 -0.2 0.04
C 2.99555 -1.10685 -1.17601 0.7 0.4 0.2 -0.42
O 2.67164 -1.96379 -0.35540 4.8 4.0 -2.0 -0.06
N 2.28372 2.29738 -1.86497 2.2 -0.9 -1.2 0.18
H 5.07359 -2.88652 -3.14493 -0.2 0.3 0.1 0.09
H 3.62421 -3.46907 -2.28640 0.4 0.1 0.0 0.08
H 5.04016 -2.92163 -1.35946 -0.1 -0.1 -0.1 0.11
H 5.00007 -0.75135 -3.88254 -0.1 -0.2 0.2 0.13
H 4.07782 1.56497 -3.76127 0.0 -0.1 0.0 0.11
H 2.09761 2.79945 -2.72370 0.4 -0.1 0.0 0.13
H 1.49370 2.29673 -1.22589 1.3 0.2 -0.7 0.00
H 1.66950 -0.76330 1.90130 -0.3 0.9 -0.1 -0.05